No. 1
This record from the OMol25 dataset describes a cluster of 8 separate species, C54H86ClN11O12S3 in total. The level of theory is ωB97M-V/def2-TZVPD.

Results
HOMO energy, eV: -7.643
LUMO, eV: 0.44
DFT total energy, Eh: -5269.02643
SMILES: CCOc1cc(Cl)cc2c1Sc1c(CCCCSc3nnco3)cc(S)c(CCCNCc3ccccc3O)c1N2CCOC=O.CNC(C)=O.CNC(C)=O.CNC(C)=O.CNC(C)=O.CNC(C)=O.CNC(C)=O.CNC(C)=O
Orbital gap, eV: 8.08
Net charge: 0

Geometry (Å):
1 Cl -5.59135 -1.52425 5.10777
2 S 5.39435 -4.24938 1.44920
3 S -0.82487 0.06087 -3.89997
4 S -0.23419 -3.08407 1.78600
5 O 6.55645 -9.26193 2.11123
6 O -0.06777 11.14243 -4.77853
7 O 4.20983 -2.42312 3.28701
8 O 0.06727 5.50871 -8.23666
9 O -9.18271 -3.65384 1.03298
10 O -5.73890 -2.03135 -0.44475
11 O 5.73523 1.47698 -1.82361
12 O -7.01151 -0.63181 0.73273
13 O 0.81388 6.53106 -2.87057
14 O 5.05601 -7.61866 7.88785
15 O -0.51271 -3.08093 4.73591
16 O -2.51750 2.80985 2.29110
17 N -3.04653 -2.25092 0.46805
18 N 2.14041 4.72290 -8.55141
19 N 3.62274 -9.12987 7.06863
20 N -1.37256 11.29676 -6.59388
21 N -10.32327 -5.06481 -0.27970
22 N 5.27937 -0.52919 2.96291
23 N 5.74196 -1.47852 2.12875
24 N 6.63744 -7.31486 3.21514
25 N -3.12034 2.34462 -0.41577
26 N 5.76536 3.44059 -0.74563
27 N -0.49603 6.67547 -4.68024
28 C 0.92996 4.37296 2.04495
29 C 4.47660 -2.85773 -0.86583
30 C -0.76567 -0.79924 -2.27014
31 C 0.59668 -1.07802 -1.77477
32 C -1.74985 -2.64096 2.68633
33 C 1.00257 4.83908 -7.81788
34 C 5.47146 -4.01039 -0.37401
35 C -1.40505 3.46286 1.72760
36 C 0.06229 8.73084 -3.46425
37 C 2.67875 -10.22897 7.11568
38 C -2.61506 3.74334 -0.63120
39 C 2.94923 -3.27707 -0.64248
40 C 5.74521 2.07967 -0.75843
41 C -2.91225 -2.30724 4.91978
42 C 6.58307 -8.67259 3.18231
43 C 0.77460 -1.77006 -0.49120
44 C 5.73546 1.36574 0.56878
45 C 4.29188 -1.14204 3.69546
46 C -0.07522 -2.20924 5.79664
47 C -3.38672 -0.86722 -2.14428
48 C -2.18084 11.96373 -7.59530
49 C 1.49903 -2.05919 5.61258
50 C -2.92731 -2.27257 1.90647
51 C -11.53640 -3.25398 0.84746
52 C 4.03624 -9.07779 9.48902
53 C -10.25718 -3.99252 0.55109
54 C 0.16480 7.23819 -3.63338
55 C 6.55737 -9.40104 4.50124
56 C 6.67468 -6.44658 4.37691
57 C -3.69260 -3.47212 -0.08118
58 C -11.48982 -5.61493 -0.94186
59 C 3.34384 3.98210 -8.22704
60 C 0.94694 4.12136 -6.49414
61 C -1.30819 7.33374 -5.68316
62 C -0.21358 4.64093 -0.18050
63 C -0.23563 3.68430 2.60160
64 C -3.37948 1.72511 -1.74105
65 C -1.98801 -1.18984 -1.52617
66 C 5.77904 4.32452 0.40203
67 C 5.13201 -2.67877 2.26602
68 C -0.45065 -2.16620 0.21626
69 C -4.11995 0.33705 -1.44754
70 C 2.21779 -2.03436 0.02523
71 C -0.71306 11.85000 -5.54068
72 C -1.82033 -1.89488 -0.22434
73 C -4.14374 -1.91121 2.67766
74 C -5.28059 -3.34352 -0.04041
75 C -6.94945 -1.69253 0.16300
76 C -4.11638 -1.93076 4.14870
77 C -0.81108 13.34314 -5.35915
78 C 0.96348 4.86692 0.64879
79 C -1.70424 -2.67257 4.16362
80 C 4.28659 -8.54464 8.10148
81 C -1.40300 3.94979 0.33231
82 H 2.10879 5.22788 -9.42422
83 H -0.25358 3.34262 3.66782
84 H -11.61128 -6.65252 -0.62534
85 H 7.46314 -9.18199 5.06887
86 H 7.58761 -5.84924 4.33404
87 H 1.73138 4.49459 -5.83298
88 H 5.23511 -4.93193 -0.96235
89 H 5.71890 0.29275 0.39808
90 H 4.76224 -1.95358 -0.26130
91 H -3.46975 4.44912 -0.46135
92 H 1.95784 -1.36504 6.35882
93 H 2.91787 -4.11391 0.11457
94 H 1.05853 3.04622 -6.64483
95 H 2.81151 -1.09754 -0.18929
96 H -3.97783 -1.82954 -2.09660
97 H 4.63311 -8.51409 10.20294
98 H -0.39990 13.85545 -6.23078
99 H 6.65200 -6.89117 2.29957
100 H 3.51752 3.24200 -9.01059
101 H -1.26383 10.29570 -6.65581
102 H -5.64730 -3.50154 1.01678
103 H -3.96062 2.37841 -2.44968
104 H 2.98283 -8.96403 9.75108
105 H 2.23449 -2.14714 1.14792
106 H -3.31983 -3.76001 -1.10077
107 H 3.06308 -11.04324 6.49822
108 H -0.60406 -1.22402 5.82183
109 H 6.50771 -3.63570 -0.61459
110 H -0.97837 9.02027 -3.31126
111 H 1.89655 5.38409 0.33345
112 H -4.01649 2.34821 0.07620
113 H -1.32739 -0.90729 -4.75230
114 H -0.01617 4.30431 -6.02598
115 H 5.77054 3.85120 -1.66712
116 H -2.31643 6.91557 -5.64331
117 H -0.21969 5.02862 -1.22905
118 H 1.90789 -3.10653 5.71985
119 H 3.70986 -0.58908 4.45763
120 H 3.26804 3.47837 -7.26742
121 H -4.21454 0.15988 -0.33714
122 H 1.67687 -1.74968 4.54810
123 H 2.52065 -10.58933 8.12836
124 H -11.32070 -5.59005 -2.01997
125 H -11.95970 -2.85088 -0.07424
126 H 4.63525 -2.59216 -1.94301
127 H -3.18937 11.54722 -7.56110
128 H -5.17177 0.42871 -1.83920
129 H 6.65416 -7.00615 5.30881
130 H -0.87881 7.12990 -6.66612
131 H -2.38782 1.84299 2.22179
132 H 2.45646 -3.55458 -1.60768
133 H 5.77161 3.77627 1.34011
134 H -12.25227 -3.92123 1.33057
135 H 6.63458 1.61164 1.13607
136 H -3.46131 -4.33495 0.60975
137 H -2.22954 13.03686 -7.43305
138 H -2.37473 1.47974 -2.18521
139 H -2.25781 3.77078 -1.70037
140 H -11.32512 -2.42668 1.52186
141 H -12.39331 -5.05942 -0.70692
142 H -5.74843 -4.08421 -0.75621
143 H -2.92508 -2.31633 6.03304
144 H -1.74841 11.76633 -8.57803
145 H 1.82676 4.54403 2.69942
146 H 4.89943 4.96991 0.35381
147 H -0.38467 5.67618 -4.73355
148 H -9.43079 -5.51010 -0.43283
149 H 0.63752 9.03429 -2.59153
150 H 4.32733 -10.12817 9.54636
151 H -1.85139 13.63594 -5.20614
152 H 5.81170 -5.77842 4.33832
153 H 6.67707 4.94404 0.35278
154 H 3.83912 -8.72189 6.17204
155 H -5.11730 -1.63999 2.21360
156 H 1.72823 -9.88797 6.70097
157 H 4.84455 1.63984 1.13617
158 H -7.87488 -2.34189 0.09842
159 H 6.51385 -10.47352 4.32126
160 H 1.47433 -0.76744 -2.39905
161 H -0.23689 13.63637 -4.48279
162 H 5.67621 -9.11067 5.07417
163 H -3.32548 -0.63075 -3.24660
164 H 0.46699 9.23379 -4.33565
165 H 4.18425 4.67837 -8.20372
166 H -0.20227 -2.70863 6.80488
167 H -1.35686 8.40842 -5.52449

=====

No. 2
This record from the OMol25 dataset describes a cluster of 8 separate species, C54H97BFNO18 in total. The level of theory is ωB97M-V/def2-TZVPD.

Results
HOMO energy, eV: -8.742
LUMO, eV: 0.47
DFT total energy, Eh: -3649.59955
SMILES: CCCCCCCC[C@H](O[C@@H](CCOCC)[C@@H](F)CC)[C@H](OCCCCCCN)B(O)CC.O=C1CCCO1.O=C1CCCO1.O=C1CCCO1.O=C1CCCO1.O=C1CCCO1.O=C1CCCO1.O=C1CCCO1
Orbital gap, eV: 9.21
Net charge: 0

Geometry (Å):
1 F 0.45306 3.29452 0.46174
2 O -1.59322 -2.48460 6.90651
3 O -0.42559 -7.97895 -3.06268
4 O -5.27445 -1.01521 10.81035
5 O -1.98904 0.53154 3.84177
6 O -0.25823 -2.41617 8.69435
7 O 1.63616 -1.28824 -2.45409
8 O 1.74686 5.52057 -6.39738
9 O 2.12730 -4.97965 -11.52707
10 O -4.32049 0.72401 9.79128
11 O 3.25362 6.69243 -3.08936
12 O 1.39458 3.43135 -5.69002
13 O -2.20666 3.14147 1.20502
14 O 0.06580 -4.88242 -10.67273
15 O -0.08125 -5.91026 -2.29212
16 O 3.67497 7.20039 -0.96049
17 O 2.48553 -3.46188 -5.44356
18 O -1.71210 1.33547 -0.60724
19 O 1.08147 -3.48125 -7.18788
20 N 2.54069 6.77478 4.72078
21 C -2.10089 -0.58035 0.92386
22 C 3.34291 -5.51475 -9.58639
23 C -1.61504 5.84845 3.52774
24 C 2.70109 8.89631 -2.26160
25 C 0.96015 -1.63525 -5.74096
26 C -2.98829 -0.64400 7.37122
27 C 0.25884 2.66095 -0.72736
28 C -2.52393 -1.58145 6.26879
29 C -2.77987 4.12446 2.01600
30 C 0.11426 -2.56023 -7.74928
31 C 0.06698 1.83304 3.09478
32 C 2.89741 6.35230 -6.65192
33 C 0.40966 1.64919 4.61121
34 C 1.58608 -8.31265 -4.23556
35 C 2.14420 4.32512 -5.90657
36 C -2.47993 -1.65260 -0.14019
37 C 0.33353 -6.88386 -2.83058
38 C 3.23734 7.48284 -2.20119
39 C -1.10324 -1.91570 8.02860
40 C -4.56791 -0.63258 13.02102
41 C 0.13700 0.31805 -1.64195
42 C 1.74937 -7.11539 -3.30622
43 C -3.04536 -2.89143 0.60916
44 C 0.39041 -9.02375 -3.62601
45 C -2.41941 0.85022 0.49292
46 C -2.76985 -7.26091 0.32483
47 C 3.40148 -5.50321 -11.10521
48 C 1.86230 -5.77175 -9.32785
49 C -0.13739 6.24052 3.74855
50 C 1.64413 2.64806 -1.36879
51 C 3.64711 4.30514 -5.73082
52 C -4.61151 0.16136 10.79273
53 C 0.67622 5.15775 4.47067
54 C 3.42330 8.31753 -0.08530
55 C 3.29849 9.52109 -1.00455
56 C 1.60835 -2.95159 -6.05917
57 C 2.24554 4.07572 -1.37430
58 C -2.41007 1.83839 1.70009
59 C -1.71461 -5.05060 0.99975
60 C -4.35468 0.63974 12.20563
61 C 1.32209 -0.56157 -1.29671
62 C -1.81741 5.31131 2.09793
63 C -5.57553 -1.38763 12.16985
64 C -0.31106 -1.68132 -6.58367
65 C 3.99618 5.78930 -5.76781
66 C -2.51519 -4.21665 -0.01006
67 C -0.31488 1.25340 -0.50652
68 C 1.77502 -2.67797 -2.21368
69 C -1.75293 -0.56721 8.25959
70 C 3.27703 -3.01527 -2.15926
71 C 1.21224 -5.15475 -10.54577
72 C 1.72799 5.78092 5.40065
73 C -1.47301 -8.04526 0.09013
74 C -2.59506 -6.25290 1.45927
75 B -1.44015 1.40246 2.89130
76 H 1.20212 6.28092 6.20022
77 H 2.83415 4.15671 -0.47661
78 H -0.69773 -0.35187 -1.78004
79 H -5.48392 -2.46481 12.27875
80 H -1.89306 -4.04925 -0.87621
81 H -3.59858 -7.90556 0.58115
82 H -0.67558 -0.70388 -6.89061
83 H 2.50437 8.12114 0.47169
84 H 2.54093 6.63992 3.73528
85 H -3.37713 -4.76857 -0.35313
86 H -1.92409 5.14243 4.28594
87 H 1.22397 4.58010 3.73326
88 H 0.74450 -1.56067 -4.67898
89 H -0.37609 3.25144 -1.36592
90 H 4.00572 -6.24999 -9.13487
91 H 4.24477 8.41822 0.61874
92 H 1.37987 -3.17477 -3.08733
93 H -2.00364 -1.05410 5.46806
94 H 0.04626 4.45672 4.99432
95 H 1.36873 2.06707 4.86057
96 H 2.13098 -6.24384 -3.82645
97 H 3.52209 -6.50475 -11.52527
98 H 4.28814 9.92111 -1.22834
99 H 2.36525 5.00842 5.80055
100 H -0.84274 -5.50300 0.55358
101 H -0.71679 -3.11850 -8.17117
102 H 0.67849 -9.70878 -2.82475
103 H -3.15786 -1.27412 -0.88465
104 H 2.26248 2.03415 -0.73481
105 H -0.84916 5.07371 1.69069
106 H 1.33963 -7.96606 -5.24009
107 H -0.96785 -8.28112 1.01350
108 H -3.56360 -5.82199 1.67851
109 H 1.20271 -3.05060 -1.37565
110 H 4.99921 5.99886 -6.14041
111 H 3.91276 6.20766 -4.75983
112 H -4.91053 -0.45532 14.03807
113 H -1.06417 0.21558 7.93696
114 H -4.12013 -2.88349 0.62757
115 H -1.10557 -2.17286 -6.02028
116 H -5.08353 1.41252 12.45362
117 H -3.66257 4.48563 1.49419
118 H 3.14222 6.28980 -7.71609
119 H -1.54667 -1.99029 -0.55788
120 H -2.19225 6.13681 1.51209
121 H 2.20428 -0.01905 -0.98343
122 H 1.61622 2.33085 -2.39440
123 H 0.23931 0.84170 -2.57480
124 H 3.92009 3.84583 -4.78537
125 H -3.32838 0.32126 7.00276
126 H 1.02956 -1.18017 -0.45324
127 H -2.83807 0.89878 3.99707
128 H -0.12586 7.14226 4.34828
129 H -2.61851 -2.87139 1.60049
130 H -3.34635 -2.15037 5.83946
131 H 0.06520 0.93616 0.45315
132 H 3.68782 -2.76683 -3.12083
133 H -1.06107 -0.74644 1.16948
134 H 2.47071 -8.94231 -4.30716
135 H 3.48005 -4.04676 -1.92767
136 H -0.82522 -7.38243 -0.45589
137 H 3.03247 9.39896 -3.16469
138 H -0.18579 -9.57223 -4.36685
139 H 0.26428 2.86589 2.87099
140 H -6.60580 -1.09798 12.38867
141 H -2.01283 -0.43624 9.30352
142 H 1.63172 -6.83881 -9.30443
143 H -3.43031 1.81338 2.10842
144 H -3.80929 -1.09678 7.92514
145 H 0.37090 0.60921 4.88719
146 H -1.63822 -8.90092 -0.54170
147 H -1.42709 -4.50569 1.88643
148 H -3.44987 0.82246 0.17303
149 H 1.62695 -0.82954 -6.05219
150 H 4.19707 -4.86662 -11.48381
151 H 4.09204 3.75675 -6.56353
152 H 0.73190 1.15362 2.57444
153 H 2.27264 7.69523 4.96619
154 H 0.35074 6.49043 2.81978
155 H 3.72009 -2.35555 -1.42591
156 H 2.65842 7.38514 -6.40750
157 H -3.10724 3.77069 2.98584
158 H -0.38662 2.12135 5.16909
159 H -2.69704 -0.82848 1.78696
160 H 2.70115 10.32590 -0.58217
161 H 2.92246 4.19631 -2.19846
162 H 1.45384 4.80181 -1.41600
163 H -2.18485 6.74378 3.72646
164 H -3.34523 1.02482 12.30703
165 H 1.61133 8.86121 -2.22369
166 H -3.00711 -6.78467 -0.61289
167 H -3.63449 -1.19380 13.07542
168 H 1.52334 -5.28763 -8.41857
169 H -2.15584 -6.70837 2.33168
170 H 3.61747 -4.53342 -9.19677
171 H 0.59778 -1.99226 -8.54706
172 H 2.37666 -7.34867 -2.44413